Entry 1:
A 12-piece molecular cluster, C5H34NO12 overall in a non-equilibrium geometry, computed with ωB97M-V with the def2-TZVPD basis set.

ORCA input file:
```
! RIJCOSX wB97M-V def2-TZVPD def2/J DEFGRID3
* xyz -1 1
O 2.840 1.111 2.166
C -0.199 -0.623 0.639
H -0.895 1.061 3.224
H 2.095 0.630 1.793
H -1.075 2.296 -1.888
H -2.827 -3.813 -0.228
H -1.950 3.690 0.606
H 2.261 1.005 4.116
C -0.525 -2.107 0.848
C 0.674 -2.672 1.716
H -0.049 -0.027 1.536
O 1.019 0.533 -1.861
H 2.805 -1.804 0.858
O 3.702 -2.064 1.083
H -1.443 -2.126 1.479
H 0.746 -0.534 0.078
H 3.954 -1.577 1.873
H -0.484 -1.793 -1.864
O -1.178 1.502 -1.339
O -2.357 -0.322 -2.688
H -1.449 1.577 2.028
H -0.985 -0.236 -0.021
O -1.736 4.502 1.094
O 2.711 2.526 -0.659
H -1.870 1.512 0.055
C -2.323 -3.008 -0.742
H 0.306 -3.459 2.395
H 0.100 0.938 -1.498
C -0.793 -3.019 -0.321
H -0.604 -4.091 -0.088
H 1.788 2.264 -0.674
H 3.121 2.496 -1.531
H -2.970 -2.160 -0.546
H 1.437 1.285 -4.410
H -2.443 -2.326 -2.533
H -2.075 -0.325 -3.606
H 1.109 -1.834 2.230
H 1.032 1.764 3.706
H 0.798 -0.399 -1.955
H 1.175 2.176 -3.199
H 0.174 -3.340 -2.063
O -2.389 -3.210 -2.147
O 1.531 2.199 -4.117
H -0.793 4.657 1.052
H 3.140 1.810 1.574
O 1.315 1.034 4.302
H -2.016 0.523 -2.213
N 0.074 -2.546 -1.442
H 1.379 -3.240 1.121
O -0.738 1.857 2.693
O -2.506 1.499 0.857
H -3.451 1.498 0.715
*
```

ΔE to the lowest compared entry with this formula, charge and spin ... 54.6 kcal per mole
Electronic energy ... -31798.6753 eV
Lowest unoccupied orbital energy ... 2.76 eV



Entry 2:
C39H35N5NdOS2 as an isolated structure in a non-equilibrium geometry, computed with ωB97M-V with the def2-TZVPD basis set.

ORCA input file:
```
! RIJCOSX wB97M-V def2-TZVPD def2/J DEFGRID3
* xyz 1 4
H -6.061 2.654 -4.917
O 2.081 0.879 0.296
N 0.874 0.044 3.120
H 2.312 -3.093 4.985
H 0.049 1.401 -4.332
C 0.988 -4.489 4.019
H 3.753 -1.207 4.300
C -4.210 0.814 -2.762
C -1.508 2.871 -0.331
H -1.009 -4.828 0.541
C -4.598 -1.501 -1.823
H 4.739 -0.475 -0.804
H 2.307 2.835 4.301
C 4.056 3.374 -1.366
H 3.009 -0.973 -2.475
Nd 0.404 -0.310 0.714
C 1.794 -0.861 3.478
C 0.099 -4.664 2.978
C -6.146 -0.405 -3.467
C -0.089 2.189 2.983
C 3.033 -1.531 -1.549
H -7.441 0.605 -4.841
C 1.623 -3.263 4.169
C 1.038 1.330 3.430
C 2.236 -3.344 -0.188
N -0.365 2.080 1.670
C 0.879 0.733 -2.453
H 1.385 -2.797 -2.086
H 3.940 2.544 0.597
C 2.186 1.788 4.060
N 0.147 0.065 -1.539
C 3.237 -3.083 0.741
H -2.571 4.214 3.994
N 0.493 -2.438 2.229
H 0.015 -0.335 -4.074
H -3.013 4.123 1.540
C -2.179 3.593 1.978
H -0.732 -3.137 0.078
S -2.277 -0.534 0.252
H -3.980 2.777 -3.582
S -2.944 -2.183 -2.213
H 1.188 -5.292 4.715
H 1.544 0.465 -4.490
C 3.500 3.359 -2.670
C 1.906 1.621 -2.028
H 1.616 -4.223 -0.076
C 1.327 -2.256 3.272
H 4.885 4.026 -1.128
H -0.578 3.030 4.895
H 2.066 2.524 -3.979
C -1.345 2.834 1.156
C 4.023 -1.264 -0.614
H 4.904 -1.832 1.255
C -0.825 2.977 3.844
C -6.532 0.668 -4.258
C 2.467 2.509 -2.977
C 2.111 -2.549 -1.322
H 4.123 1.197 4.770
H 3.358 -3.734 1.597
H -4.574 -1.225 -0.769
C 3.189 0.870 4.335
C -5.758 1.816 -4.303
C -4.593 1.885 -3.553
N -0.819 -0.764 -2.057
C 0.615 0.556 -3.928
H 3.894 4.026 -3.425
C 2.467 1.658 -0.669
C -1.928 3.649 3.332
H -2.541 2.667 -0.613
H -6.761 -1.297 -3.437
C 2.989 -0.478 4.066
C -1.869 -1.057 -1.361
C -0.108 -3.622 2.074
C -4.984 -0.343 -2.705
H -5.277 -2.339 -1.967
H -0.846 2.153 -0.804
C 4.115 -2.028 0.540
H -1.249 3.870 -0.692
C -1.017 -3.797 0.895
C 3.537 2.551 -0.408
H -2.043 -3.549 1.174
H -3.295 0.874 -2.189
H -0.434 -5.596 2.852
*
```

ΔE to the lowest compared entry with this formula, charge and spin ... 0.0 kcal per mole
Electronic energy ... -87455.2694 eV
Lowest unoccupied orbital energy (spin up / spin down) ... -3.16 / -3.15 eV
Expectation value of S² ... 3.7533



Entry 3:
C38H39FIrN2OS2Si as an isolated structure in a non-equilibrium geometry, computed with ωB97M-V with the def2-TZVPD basis set.

ORCA input file:
```
! RIJCOSX wB97M-V def2-TZVPD def2/J DEFGRID3
* xyz 1 5
C -1.280 -0.098 4.010
C -4.607 -3.842 0.779
H 0.232 4.293 5.508
C -2.961 -2.153 1.224
C -3.690 3.189 -4.108
C 2.492 3.191 4.374
C 2.047 -4.995 -0.852
C -3.987 3.936 -2.972
H -1.094 0.159 6.130
C 3.711 -0.359 0.667
C -0.055 1.662 5.010
Si -0.794 -0.418 -3.902
H -2.748 -0.988 -5.408
C -2.662 2.432 -1.693
C 0.853 0.480 -4.289
C -3.451 3.552 -1.749
C -2.734 -1.959 -0.156
C 1.415 -5.128 0.374
C 1.378 3.923 2.272
H -1.246 -1.663 -5.992
H 0.743 1.124 -5.156
H 0.108 1.853 1.618
H 3.027 2.396 3.859
O 0.995 -0.146 -0.627
C -2.333 1.629 -2.814
H 3.098 4.093 4.336
C -0.944 0.397 2.736
H 2.379 2.907 5.417
N -1.495 -0.317 1.710
H 4.563 -0.641 -2.600
H 2.841 -0.421 1.300
H -0.580 4.741 4.012
C -0.138 1.528 2.615
C -2.879 2.080 -4.043
C -1.691 -0.780 -5.544
C 4.955 -0.059 1.193
H 0.279 2.166 5.904
H -4.033 -3.209 2.748
H -0.623 -2.067 -1.967
H -3.657 4.099 -0.842
Ir -1.328 -0.365 -0.658
H 0.800 -1.867 1.020
H 7.028 0.250 0.779
C 1.134 3.449 3.706
C 0.977 -4.008 1.060
H 1.639 -0.237 -4.505
C -4.420 -3.645 -0.582
H 6.785 -0.111 -1.652
S 1.972 -0.966 -1.424
C 1.158 -2.750 0.513
C 5.925 -0.185 -1.003
S -2.285 -1.505 3.864
N -1.599 0.520 -2.666
C -0.544 -2.125 -3.067
H -4.632 4.798 -3.037
C 4.681 -0.483 -1.537
H 0.481 -4.114 2.010
F -2.167 2.039 -0.476
H -1.599 0.029 -6.262
H 1.248 -6.109 0.793
C -3.885 -3.093 1.684
H -5.316 -4.575 1.129
C 2.266 -3.735 -1.387
H -1.296 -2.836 -3.393
C -3.496 -2.715 -1.039
H -4.114 3.475 -5.059
C 0.300 2.181 3.754
H 1.973 3.201 1.716
H 1.921 4.864 2.288
H 1.178 1.094 -3.455
H 2.770 -3.619 -2.337
H 0.438 4.088 1.753
H -2.669 1.516 -4.934
C 1.818 -2.623 -0.696
H 5.060 0.110 2.253
H -4.990 -4.224 -1.292
H -3.374 -2.592 -2.105
C 3.587 -0.575 -0.693
H 2.365 -5.873 -1.396
C -0.831 0.535 5.155
H 0.424 -2.552 -3.302
H 0.965 5.476 4.439
C 0.390 4.555 4.466
C -2.232 -1.311 2.134
C 6.060 0.022 0.361
*
```

ΔE to the lowest compared entry with this formula, charge and spin ... 14.3 kcal per mole
Electronic energy ... -80164.0639 eV
Lowest unoccupied orbital energy (spin up / spin down) ... -2.23 / -5.11 eV
Expectation value of S² ... 6.0440



What is the ΔE to the lowest compared entry with this formula, charge and spin in the first record?
54.6 kcal per mole